Record 1
18
Properties=species:S:1:pos:R:3:forces:R:3 method="wB97M-V/def2-TZVPD" homo_energy_ha=-0.3822 charge=0 smiles=O.O.O.O.O.O e_above_lowest_ev=1.565 homo_lumo_gap_ha=0.3781 e_tot_ev=-12479.548
O 2.2275 1.4813 -0.6198 0.46 0.32 -0.06
H 0.8555 -1.2287 -0.4288 -0.91 2.12 1.59
H 1.2405 -1.9557 1.8242 -0.39 -0.33 0.03
H -0.0695 -0.4487 1.0162 0.10 -1.31 2.17
H 0.6615 -1.8687 -1.7538 -0.12 -0.14 -0.37
H 2.3985 1.1833 -1.5168 -0.15 -0.07 0.06
H -2.8185 0.5053 -0.7348 -0.21 0.25 -0.15
H -0.2365 1.9433 0.5922 0.41 -0.52 0.25
O -2.3395 -0.3227 -0.7008 0.03 -0.22 0.49
H -0.7175 0.0923 -0.1748 -1.02 0.13 -0.57
H -2.1495 -0.5727 -1.5988 -0.15 -0.09 -0.69
H -1.3135 2.9333 0.6982 -1.57 0.52 0.55
O 0.0475 0.2213 0.3772 0.49 1.15 -0.91
O 1.2535 -1.8197 -1.0078 1.36 -2.21 -1.59
O -0.4335 2.8583 0.3972 0.92 0.48 -0.62
H 1.3015 1.3033 -0.4228 0.35 -0.16 -0.20
O 0.3555 -1.7947 2.1882 -1.02 -0.89 -0.48
H -0.2635 -2.5107 1.8662 1.42 0.98 0.48

=====

Record 2
99
Properties=species:S:1:pos:R:3:forces:R:3 method="wB97M-V/def2-TZVPD" spin_multiplicity=4 homo_energy_ha="-0.6653 / -0.6845" charge=+4 homo_lumo_gap_ha="0.2552 / 0.1745" e_tot_ev=-85430.653
H -1.8658 3.5693 2.1582 -0.01 0.01 -0.03
C 3.9350 -0.6451 4.3969 0.09 -0.04 0.02
C -1.3977 7.4964 0.8023 0.12 0.18 0.12
C -2.0954 1.3699 3.5202 -0.17 0.10 0.02
H -4.8181 -1.7105 1.3504 -0.01 0.01 -0.02
H 4.3129 -0.8256 6.5037 -0.02 -0.01 0.00
H -5.1796 1.3957 -0.8319 -0.01 -0.01 0.02
H -2.2778 4.9970 -1.5474 -0.02 0.00 0.01
C -2.0405 -4.0292 3.0613 -0.01 -0.02 0.01
H -2.7950 -3.3927 4.9679 0.01 -0.01 -0.01
H -2.5158 -5.0002 3.1150 0.00 0.01 0.00
H -3.8105 -1.7961 -2.2851 -0.01 0.01 0.00
C 1.2932 -0.3036 5.1060 -0.11 0.05 -0.21
H -5.3680 0.7946 0.8378 -0.02 -0.02 -0.02
C -1.2550 6.8858 2.1977 -0.02 -0.06 0.05
C -3.8906 4.8180 1.1280 0.03 0.04 0.06
H 1.9104 -0.5474 7.1410 0.02 0.01 -0.01
H -5.8785 -2.1750 0.0146 0.01 -0.01 0.00
C -0.8042 -1.5436 2.9466 -0.05 -0.10 0.08
H -3.9617 6.9844 1.1892 -0.03 -0.01 0.00
C 5.7824 -0.8974 2.8110 -0.02 -0.01 0.32
H 0.6136 6.8549 0.1805 -0.02 0.01 0.01
H -1.9288 2.6513 -1.0026 -0.01 0.00 0.02
H -1.1531 -4.4067 1.1397 0.00 0.01 0.01
H -2.2235 6.8361 2.7067 0.01 0.00 0.00
H -4.0348 2.2608 3.6832 0.00 -0.01 0.01
C -4.8568 -1.9022 0.2770 0.05 0.02 -0.01
H -2.5970 0.4648 3.1903 -0.01 0.04 -0.01
I 2.5487 -0.2886 0.1853 0.01 0.16 -0.03
C -4.5370 5.1990 3.5039 0.07 -0.03 -0.11
H -4.1775 -0.0939 -2.6387 -0.01 -0.01 0.01
C -3.8243 4.0941 5.6331 -0.05 0.09 -0.09
H -1.7735 5.3025 4.5188 0.04 0.02 0.01
C 1.6182 -0.2511 3.7283 -0.04 0.02 0.16
H 0.5105 8.5054 0.7667 -0.03 0.00 0.01
C 0.5985 3.2463 0.8363 0.04 0.03 -0.01
C -4.4702 -0.9620 -2.0477 0.03 0.00 -0.02
C -1.7203 4.2435 4.2840 -0.04 -0.04 -0.05
C 3.5227 -0.4968 2.0284 0.10 -0.03 -0.03
C -2.1946 -3.1253 4.1083 0.01 0.00 -0.04
Tc -0.0459 0.2506 0.3960 0.48 -0.13 0.70
H 5.2572 -0.7566 0.7631 -0.01 0.01 -0.01
C 0.0957 2.5264 3.9451 -0.01 -0.20 -0.06
H 6.8314 -1.0697 2.6075 0.00 0.00 0.03
H -1.9826 9.4748 0.0576 0.00 -0.01 0.01
C -0.0146 7.7447 0.1881 0.01 -0.02 -0.02
C -0.3074 3.7535 4.2833 -0.13 0.11 0.00
H -5.4846 -1.2403 -2.3325 0.01 0.00 -0.01
H 0.2592 -0.1711 5.4001 -0.01 0.01 -0.04
H -3.0371 8.1620 -1.1119 0.08 -0.07 -0.02
H 1.4679 3.0111 1.4267 -0.02 0.00 -0.01
C -4.6183 4.9591 4.8815 0.06 -0.06 0.03
C -2.6621 3.3203 5.1278 0.01 -0.03 -0.15
H -1.5365 9.4363 1.7427 0.01 -0.02 -0.02
P 0.0815 -0.0037 2.7047 0.16 0.26 -0.47
H -5.3135 5.8411 3.1000 0.02 -0.01 -0.02
C 5.2975 -0.8548 4.1283 0.13 0.00 -0.27
C -2.0607 8.8778 0.9669 -0.04 0.00 0.01
C -0.6620 -2.4575 1.8960 0.00 -0.01 0.00
H -4.2079 -2.7451 0.0390 -0.01 0.01 0.01
H 0.4493 4.4683 4.5873 -0.02 0.00 0.00
H -6.4328 0.2157 -0.4458 0.00 0.01 -0.01
C -2.5004 3.8031 3.0083 0.05 0.02 0.10
H -5.4164 5.4605 5.4164 0.01 -0.01 0.02
N -0.2169 2.3012 0.2704 0.22 -0.08 0.00
H -0.1109 8.1248 -0.8296 0.01 -0.01 0.00
C -1.1268 3.0312 -0.3907 -0.02 -0.04 0.01
H -3.1102 8.8351 1.2679 0.01 -0.01 0.00
H -3.3371 4.0460 0.5970 0.00 -0.01 -0.06
C 2.9717 -0.4435 3.3441 0.03 -0.06 -0.12
N -2.0363 0.0329 0.1604 -0.70 -0.03 -0.13
H -4.9511 4.5999 0.9721 -0.02 0.03 0.03
H -0.7896 5.9177 -1.5003 0.04 0.00 0.01
C -5.4127 0.5235 -0.2190 0.07 -0.01 0.00
H -1.7256 -1.1868 4.8733 0.04 -0.01 -0.01
C -3.6507 6.2132 0.4843 0.04 -0.07 0.02
H -4.3521 6.2667 -0.3478 0.03 -0.02 -0.03
C -3.1075 -0.2651 -0.1408 -0.19 -0.05 -0.14
Cl -4.1812 3.9337 7.2586 -0.03 -0.01 0.15
H -0.0255 -2.2321 1.0336 0.02 0.01 -0.01
C 3.5550 -0.6716 5.7443 -0.26 0.05 0.10
C -2.2748 6.6139 -0.1280 -0.06 -0.11 -0.23
C -0.7544 1.3928 3.5295 0.17 0.04 0.08
C -1.5788 -1.8838 4.0569 -0.04 -0.03 -0.04
H -2.1977 2.7531 5.9289 -0.01 0.00 0.01
C 2.2147 -0.5101 6.1035 0.28 -0.04 -0.03
H 5.9788 -0.9891 4.9604 0.01 -0.01 -0.03
C -2.9901 2.5339 3.8142 0.10 -0.01 0.02
O -2.5695 7.3423 -1.3218 -0.12 0.06 0.10
C -1.2769 -3.6981 1.9481 0.00 0.02 0.01
C -4.4744 -0.6540 -0.5418 0.07 0.04 0.19
N -0.8812 4.3142 -0.1953 0.01 0.29 0.00
C -3.6341 4.6586 2.5953 -0.06 0.01 0.07
N 0.2314 4.4640 0.5688 -0.19 -0.12 -0.09
H -0.6163 7.5257 2.8094 0.01 -0.02 -0.03
H 1.1642 2.3403 3.9956 -0.02 -0.04 -0.01
C -1.5486 5.4521 -0.8774 0.07 -0.12 0.05
C 4.8911 -0.7195 1.7815 -0.18 0.03 0.05
H -0.7966 5.8938 2.1768 -0.03 0.03 0.00

=====

Record 3
141
Properties=species:S:1:pos:R:3:forces:R:3 method="wB97M-V/def2-TZVPD" homo_energy_ha=-0.3175 charge=0 homo_lumo_gap_ha=0.2767 e_tot_ev=-136537.919
H -1.3590 2.5253 -2.3305 0.96 -0.16 0.61
H -6.5615 -8.2560 3.6510 -0.10 -0.02 -0.13
C 4.1565 -2.8069 3.7685 -0.11 0.04 0.15
O -7.0394 2.0010 1.2403 -0.07 0.09 -0.05
H -9.5799 1.9974 2.3144 0.01 0.00 -0.11
H -0.2283 0.7628 1.0257 0.71 -0.38 -0.37
C 0.6978 -0.6007 -0.5335 -0.72 0.16 -0.04
H 8.7003 3.7409 -4.5763 -0.30 0.97 0.32
C -3.8379 -7.2658 0.8571 -0.23 0.26 -0.04
H 5.3958 -4.2176 1.7325 0.09 -0.15 0.22
C -5.3189 -7.5603 0.6523 -0.09 -0.03 -0.16
H 3.8795 -4.5210 0.9383 -0.13 0.01 0.10
H -6.8428 6.1396 0.4943 -0.04 0.02 -0.09
H -5.4492 5.0649 0.3270 0.01 0.00 -0.06
C 2.0414 4.1504 0.9548 -0.17 0.56 -0.17
H 2.4660 0.9253 -3.0548 -0.24 0.51 -0.62
H 0.3249 -0.0158 -1.4186 0.33 -0.34 0.70
Cl 10.2592 5.3392 -3.7035 -0.60 -0.32 -0.23
H -7.9893 -6.5448 2.6965 0.02 0.03 -0.11
C 7.4926 5.3122 -3.4763 1.99 -1.06 -1.01
O -3.6255 -6.2793 1.8542 0.04 -0.41 0.24
H -8.2654 1.8780 -0.4268 -0.06 0.27 -0.04
H -1.6646 -6.3189 2.5028 0.13 -0.13 0.04
O 5.0842 4.6242 -5.1800 0.11 -0.07 0.49
C -6.6169 3.2128 -0.9126 -0.36 -0.01 0.01
H 0.4049 2.2664 -2.0478 -0.64 0.17 0.81
H -6.0240 6.0209 -1.0810 0.18 0.05 0.11
H 1.2960 4.3223 -6.1472 0.51 -0.59 0.83
H -2.9061 -6.1056 3.7529 0.02 0.06 -0.13
H -11.7152 2.7765 0.5668 -0.10 -0.14 0.05
C 1.4277 2.5925 -4.7248 -0.51 0.55 -1.07
C -9.2183 2.9827 1.9998 0.18 0.28 -0.13
C 7.5193 -2.9193 2.6306 0.04 -0.17 0.28
C 1.9809 3.9320 -5.3399 0.17 0.41 0.05
C 2.7292 4.6993 -2.9238 0.59 -0.29 1.15
C 3.2569 0.8390 0.8002 -0.08 1.37 -0.96
I 0.3165 7.0198 -0.8390 0.10 -0.35 -0.35
C 8.6566 4.8497 -4.4775 0.14 1.35 -0.57
C 4.1324 -5.7154 2.6743 0.32 0.14 -0.03
H -9.5797 3.7238 2.7218 0.12 -0.10 0.22
C -7.6946 2.9976 2.0192 0.11 0.06 0.13
H 1.6011 -2.5225 -2.1993 0.00 -1.01 0.49
O -7.2370 4.4382 -0.5534 0.39 -0.06 0.31
O -9.7371 3.3519 0.7322 0.02 -0.49 -0.02
H -10.6960 2.5266 -0.8644 -0.02 0.10 0.09
H -6.9966 -5.8992 4.0143 -0.09 -0.22 0.11
C 4.9341 4.0139 -1.7053 -3.46 0.46 0.74
C 0.2655 -3.1050 -0.5598 -0.67 -0.05 -0.24
H 7.8805 -3.8312 2.1524 0.03 0.00 0.09
H 7.5729 5.4759 -6.2801 0.88 0.28 0.16
C -10.7217 2.4733 0.2274 0.04 0.20 -0.20
H 1.1792 5.6919 -4.2431 0.77 -0.55 0.30
H -3.4328 -6.8664 -0.0799 -0.05 -0.21 -0.16
C 6.4369 3.7857 -2.0061 -3.13 0.20 -0.99
H 3.4929 -1.9753 4.0256 0.03 0.05 -0.15
Cl 6.7739 6.9152 -3.9181 0.22 -0.71 0.37
C -0.4361 -4.3477 0.0878 0.52 0.58 -0.22
H 9.3564 5.0835 -6.5510 -0.78 0.36 0.54
H 4.3925 -5.6663 5.9184 0.07 -0.08 -0.09
C 1.9597 4.6240 -1.6510 2.53 -0.58 -1.20
I -2.5611 4.8191 -1.3853 0.33 -0.19 0.34
H 3.9615 -3.5719 4.5196 0.26 -0.11 0.00
O 4.8032 -5.7241 3.9238 -0.45 0.16 0.10
H -5.1092 -7.3437 3.3854 0.02 0.27 -0.08
C -0.5493 2.5574 -1.5499 -0.92 0.82 -0.22
H -7.3843 2.8030 3.0505 -0.04 -0.15 -0.05
O 6.5474 -3.2873 3.5930 -0.11 0.23 -0.45
H 5.7009 -1.4226 3.1910 0.04 -0.06 -0.09
H -0.0783 -5.2860 -0.4040 -0.53 0.67 0.41
H 0.3528 2.7392 1.5101 0.98 0.20 -0.33
C -0.2054 -1.8482 -0.3180 1.05 -0.68 -0.54
Cl 5.0905 3.5497 1.0158 -0.95 0.57 -1.20
H -0.1177 -4.3707 1.1652 -0.28 -0.13 -0.94
H 8.3610 -2.4210 3.1235 0.02 0.09 -0.18
C 1.4654 2.7241 1.3617 0.79 -0.18 0.05
H -7.9102 -3.8678 1.7433 -0.14 -0.05 -0.13
H -0.8753 1.8648 -0.7387 0.57 0.42 -0.73
H 2.9711 3.7709 -5.8465 -0.93 0.00 0.59
C -6.3291 5.4614 -0.1890 -0.28 -0.02 -0.16
C 4.1651 3.9547 -0.4785 -0.06 0.18 -1.38
H 8.9486 6.6231 -5.7187 -0.65 -0.75 -0.28
H -2.6660 -7.7034 3.0470 0.03 0.02 -0.10
H 3.6210 1.2545 1.7751 -0.35 -0.70 -0.75
H -3.3068 -8.1960 1.0877 -0.03 0.05 0.10
H -6.7854 3.0704 -1.9867 0.12 -0.23 -0.02
H 5.7584 -1.9339 4.8865 -0.20 0.17 0.00
C -2.6614 -6.6305 2.8254 -0.09 0.26 0.07
C 0.4531 4.9994 -1.7200 0.22 -0.48 0.98
C 1.8512 1.5107 0.4283 -0.92 -1.78 1.49
O -6.4388 -5.2498 2.1716 -0.33 -0.27 -0.30
H 1.8944 2.4852 2.3782 -0.53 0.19 -0.97
H 2.7857 4.4733 1.7325 -0.69 -0.30 -0.89
H -5.5362 3.2423 -0.7417 -0.01 0.07 0.09
H 2.9590 -5.8215 4.9024 0.02 -0.07 -0.07
H -5.3957 -8.2484 -0.1953 0.05 -0.10 0.12
H 1.1638 -0.2735 1.5722 -0.55 0.66 -0.53
H 3.2108 -0.2763 0.7951 0.03 0.93 0.11
H 0.8780 2.0640 -5.5534 0.35 0.43 1.06
O 3.7258 -3.2472 2.4858 0.07 -0.06 0.00
C -7.3719 -4.6927 1.2640 0.24 0.15 0.19
H 8.0132 5.4616 -2.4922 -0.93 -0.27 -0.83
H 1.4045 -4.3433 -2.0467 0.18 0.73 0.62
C 0.7709 0.3558 0.7278 0.72 -0.43 -0.65
H 3.0596 -5.9075 2.7887 0.03 0.05 0.09
H -5.8648 -6.6660 0.3523 0.18 0.18 0.12
H 4.0537 -7.2220 5.1346 -0.16 -0.07 0.04
H -0.4617 4.0704 0.1433 0.07 0.02 -1.17
H -7.3030 3.9857 1.7784 -0.22 0.08 -0.15
H -1.2703 -1.7315 0.0036 1.20 0.07 0.31
C 8.6087 5.5718 -5.8730 0.45 -0.77 0.55
H 1.7533 -0.9063 -0.7725 -1.05 0.15 0.24
H -6.8170 -4.3021 0.4094 0.02 0.06 0.07
H 2.8885 5.8285 -4.7555 -0.81 -0.62 0.48
C 5.5844 -2.2803 3.8609 -0.05 -0.32 0.17
H 1.2295 4.9313 0.9741 0.76 -0.83 0.07
C -0.5360 4.0355 -0.9696 -0.12 -0.16 -0.52
H -6.7043 1.1277 -0.5391 0.12 0.06 0.10
C -6.9673 -6.2836 2.9880 0.37 0.06 0.04
H 0.7201 2.8403 -3.8997 0.64 -0.47 -0.62
N 6.5158 4.1917 -3.4051 0.36 1.08 1.31
C 5.2152 4.4201 -4.0042 -0.78 0.25 0.64
H 1.7758 1.7035 -0.6676 0.29 0.26 0.95
C 4.3396 -4.4049 1.9249 0.04 0.05 -0.18
H 4.5614 -6.5268 2.0754 -0.15 0.04 -0.23
C -6.0979 -7.5361 2.9696 0.05 -0.09 0.15
H 0.0591 5.1239 -2.7570 0.73 -0.14 0.91
H -10.5312 1.4317 0.5086 -0.03 0.05 0.08
H 2.4178 -3.3464 -0.8195 -0.50 -0.47 -0.85
C 4.0023 -6.1375 5.0121 0.25 0.07 0.11
O -5.9907 -8.2153 1.7239 0.05 0.12 0.01
C 2.7181 4.2420 -0.4439 0.51 -0.13 -0.17
C 1.5132 -3.3856 -1.4858 -0.49 1.23 1.27
H -1.5521 -4.2725 0.0753 0.89 -0.11 -0.09
S 2.8280 1.4913 -4.2494 -0.09 -0.05 0.46
O 7.3107 3.3573 -1.3225 -0.01 0.43 -0.29
C -7.2159 2.0225 -0.1713 -0.06 -0.15 -0.09
C 4.1448 4.3958 -2.8862 1.38 -0.55 1.30
H 7.1019 -2.2724 1.8528 0.01 0.04 0.05
H 3.9887 1.1840 0.0226 -0.35 -0.57 0.76
H -8.0803 -5.4401 0.8938 -0.02 0.01 0.05
C 2.1369 5.1217 -4.2972 0.77 -0.05 -0.42

=====

Record 4
27
Properties=species:S:1:pos:R:3:forces:R:3 method="wB97M-V/def2-TZVPD" homo_energy_ha=-0.3712 charge=0 smiles=O.O.O.O.O.O.O.O.O e_above_lowest_ev=1.978 homo_lumo_gap_ha=0.3540 e_tot_ev=-18720.157
H 1.1480 0.1023 -2.7660 0.12 -0.04 0.14
H 2.8336 -2.3380 1.4886 -0.05 -0.02 -0.03
H 1.7654 2.3339 1.1256 -0.05 0.03 -0.02
O -2.6952 0.7900 -0.6632 -0.36 -0.11 -0.02
H 0.6821 2.5369 0.0572 0.02 0.19 0.29
H 0.5840 -2.3297 3.1923 0.12 -0.18 0.09
H -0.3181 -0.8641 0.7808 0.12 0.18 -0.27
H -0.8192 0.0642 -0.3440 0.28 0.06 0.18
O 1.1019 2.9616 0.8223 0.09 -0.17 -0.08
H 1.3789 -3.4186 3.9002 0.01 0.05 -0.03
H -1.5591 2.3216 -1.1215 0.22 0.00 -0.06
H -1.1022 -3.0697 1.2130 0.18 0.01 0.09
O -0.0117 -0.3051 0.0413 -0.27 -0.18 0.30
O 0.1140 1.6697 -3.4107 0.06 0.07 -0.07
H -0.4535 2.1191 -4.0447 0.07 -0.06 0.04
H 1.8015 -2.1389 0.3815 0.15 -0.04 -0.07
H -1.2374 3.8076 -0.8577 0.18 -0.02 0.09
H -1.6825 -2.2062 2.3448 0.13 -0.05 0.00
O 1.0736 -2.5123 4.0076 -0.02 0.07 -0.03
H -2.9880 -0.0921 -0.9251 0.05 0.13 -0.13
H 1.3066 -0.4250 -1.3237 0.00 0.08 -0.45
O 2.3117 -2.8200 0.8373 -0.15 0.08 0.08
O -0.8786 -2.3631 1.8322 -0.40 0.08 -0.06
H 0.2603 2.3173 -2.7042 -0.19 -0.09 -0.11
O 1.7436 -0.4030 -2.1923 -0.03 -0.05 0.16
O -0.8480 2.9801 -1.1599 -0.36 0.06 -0.10
H -3.5118 1.2817 -0.5118 0.08 -0.06 0.09

=====

Record 5
23
Properties=species:S:1:pos:R:3:forces:R:3 method="wB97M-V/def2-TZVPD" homo_energy_ha=-0.6186 charge=+2 smiles="C=[P@@]1(CF)C[NH2+]CC(=[NH2+])N1" e_above_lowest_ev=1.345 homo_lumo_gap_ha=0.3092 e_tot_ev=-21852.291
H 0.0362 -1.5513 1.4886 -2.64 0.53 -0.32
F 1.5937 -1.0815 -0.3125 -0.37 -3.48 1.06
N -0.9859 -0.3123 -1.1667 0.85 1.22 -0.15
H 1.8731 -0.1344 -2.0730 0.21 -1.02 -2.88
H 0.4206 1.9728 1.6805 -0.04 1.44 0.53
H -0.9143 -0.2850 -2.1957 -0.61 -0.69 0.59
H -1.3488 0.5431 2.5424 0.63 -0.29 -1.54
H -1.9186 -1.4152 1.5584 -0.66 -1.25 1.04
C -1.1460 -1.3640 -0.4308 0.61 0.42 2.26
H -1.5450 0.7989 0.8517 -1.60 0.73 0.00
H 0.8010 3.6298 -0.1749 -0.15 -0.09 0.02
H 1.1856 0.3508 1.6549 -1.20 1.10 -0.59
H 2.6613 0.4861 -0.6634 0.78 0.10 -0.25
C -1.0021 -1.0889 1.1563 2.37 -0.54 -1.12
C 1.2353 2.8005 -0.7298 -1.54 -2.62 -0.42
C 1.8086 -0.0343 -1.0619 0.06 3.61 2.02
N -0.9744 0.3752 1.5557 0.59 -0.48 0.04
C 0.3534 1.0273 1.2368 0.85 -3.10 0.13
H 1.6563 3.1016 -1.7011 -0.09 -0.22 0.35
H -1.5596 -3.4000 -0.1219 0.15 0.64 0.24
P 0.4683 1.1344 -0.5969 2.02 4.08 -0.38
N -1.3507 -2.6239 -0.7489 -0.15 -0.67 -1.74
H -1.3479 -2.9296 -1.7478 -0.05 0.59 1.12

=====

Record 6
18
Properties=species:S:1:pos:R:3:forces:R:3 method="wB97M-V/def2-TZVPD" homo_energy_ha=-0.3488 charge=0 e_above_lowest_ev=3.828 homo_lumo_gap_ha=0.3961 e_tot_ev=-6413.113
H 0.8080 -1.3701 0.8842 0.03 -0.17 -0.31
H 1.5859 1.2657 0.9163 1.26 1.07 -3.22
H -2.2507 0.2934 -0.8953 0.00 -0.01 0.19
C 0.1864 -0.5211 0.6121 0.63 1.17 1.61
H -1.4775 -1.8912 0.0128 0.60 0.47 0.18
H 0.8259 0.3926 1.6647 -2.76 -2.58 -1.84
H -0.1099 0.4760 -1.3551 0.13 -0.31 -0.08
C 2.1080 -0.0071 -0.9929 -0.37 -0.25 0.22
H -2.1489 1.0106 0.7230 -0.08 0.03 -0.07
C -2.3216 0.0804 0.1771 0.09 0.05 0.07
H 1.6611 2.0924 -1.0421 0.11 0.01 1.32
H -1.5254 -1.2780 1.6440 -0.13 -0.03 0.09
C -1.3073 -0.9753 0.6203 0.40 0.36 0.45
H 2.5642 -0.7701 -0.3805 0.18 -0.05 -0.03
C 1.6555 1.2614 -0.3069 -0.27 0.08 0.72
H -3.3479 -0.2493 0.3792 0.22 0.03 -0.04
C 0.6421 0.2096 -0.6211 0.24 -0.19 0.05
H 2.4520 -0.0197 -2.0398 -0.26 0.34 0.66